DFT (the ωB97M-V functional and the def2-TZVPD basis) results for a molecular structure, C25H36HfN2P2S.

Structure (XYZ):
```
67
Properties=species:S:1:pos:R:3:forces:R:3
Hf 1.048766 -0.363103 -1.201574 0.183 0.186 -0.330
C -3.014049 2.437351 0.247298 -0.027 0.042 0.077
C -1.512937 2.179448 0.356968 0.087 -0.022 0.001
C -0.733975 3.413411 0.821320 -0.031 0.000 0.017
P -0.768094 1.524755 -1.190515 -0.254 0.262 -0.260
C -0.410611 2.871876 -2.392666 -0.088 -0.014 -0.079
C 0.528473 2.339856 -3.478785 -0.084 0.025 -0.059
C -1.588122 3.624913 -3.015121 0.031 0.074 0.056
C -1.877707 0.239582 -1.870381 0.054 0.052 0.171
C -2.945267 0.479488 -2.740958 0.083 -0.098 -0.119
C -3.729287 -0.569136 -3.185384 0.002 0.018 -0.017
C -3.441917 -1.874649 -2.793700 -0.047 -0.009 -0.041
C -2.397411 -2.133922 -1.927214 0.078 -0.123 -0.042
C -1.634877 -1.080604 -1.434704 0.045 0.121 0.235
N -0.564741 -1.279465 -0.501180 0.092 -0.129 0.343
C -0.726800 -1.878780 0.785034 -0.072 0.050 -0.148
C -1.938190 -2.394276 1.224115 -0.137 0.033 -0.096
C -2.046749 -2.955279 2.488388 -0.005 -0.012 0.020
C -0.953673 -3.008296 3.340335 -0.010 -0.005 -0.006
C 0.252978 -2.477794 2.916986 -0.003 -0.023 0.028
C 0.381798 -1.910047 1.650727 0.213 0.005 0.084
P 1.938484 -1.150229 1.114294 -0.180 -0.365 0.384
C 3.411908 -2.170979 1.513031 -0.030 0.011 -0.074
C 3.978888 -2.022324 2.924191 0.034 -0.098 -0.019
C 3.086026 -3.626111 1.150746 0.040 -0.008 0.042
C 1.938628 0.560727 1.795182 0.136 -0.040 -0.019
C 3.125375 1.333883 1.208075 -0.042 -0.020 0.124
C 1.814913 0.686652 3.311917 -0.028 0.121 0.016
H -3.380079 2.771022 1.219961 -0.011 -0.008 -0.033
H -3.241688 3.223485 -0.472771 0.005 -0.021 0.023
H -3.567888 1.540137 -0.026475 0.014 0.003 -0.015
H -1.354392 1.364421 1.071666 -0.021 -0.030 0.058
H -0.954219 4.276590 0.191136 0.010 -0.015 0.013
H -1.027673 3.669356 1.839518 -0.011 -0.004 -0.018
H 0.348990 3.258344 0.816403 -0.007 -0.002 0.004
H 0.150433 3.578337 -1.773351 0.044 -0.015 0.065
H 0.031727 1.599285 -4.110559 0.022 -0.023 0.016
H 0.852089 3.157131 -4.124116 -0.047 0.002 -0.010
H 1.444762 1.899792 -3.073705 0.074 -0.042 0.050
H -2.059596 3.041260 -3.802769 -0.022 -0.013 -0.018
H -2.342034 3.919705 -2.286834 0.007 -0.016 -0.023
H -1.209682 4.537239 -3.477882 -0.009 -0.014 -0.006
H -3.182404 1.483941 -3.051575 0.003 0.057 -0.012
H -4.568368 -0.370356 -3.839343 0.026 -0.019 0.012
H -4.043045 -2.695510 -3.163487 0.006 0.031 0.003
H -2.168450 -3.148982 -1.626027 -0.012 0.035 0.010
H -2.806555 -2.360249 0.579830 0.018 0.001 0.037
H -3.000224 -3.357447 2.806277 0.024 0.014 -0.009
H -1.041009 -3.451333 4.323287 0.004 0.013 -0.033
H 1.106022 -2.504046 3.582228 -0.004 -0.003 0.010
H 4.161416 -1.805499 0.805765 0.040 0.035 -0.033
H 3.271706 -2.324591 3.695859 -0.008 0.012 -0.013
H 4.847645 -2.677654 3.005821 -0.020 0.012 0.023
H 4.318140 -1.010121 3.133539 -0.005 0.024 0.000
H 2.434936 -4.080533 1.897571 0.002 0.011 -0.016
H 2.601386 -3.722510 0.176696 0.012 0.022 -0.013
H 4.013221 -4.198056 1.114389 -0.018 0.009 0.026
H 1.009085 0.973994 1.367819 -0.082 0.069 -0.031
H 4.075316 0.961651 1.594760 -0.012 -0.001 -0.024
H 3.184742 1.268002 0.110520 -0.003 -0.004 -0.060
H 3.057055 2.392730 1.457913 -0.005 -0.006 0.003
H 2.702923 0.316852 3.819174 0.017 -0.010 0.004
H 1.698957 1.740103 3.574028 0.006 -0.028 0.012
H 0.945392 0.151554 3.693419 0.019 -0.012 -0.028
S 0.022331 -1.749984 -5.199114 0.033 -0.045 -0.016
C 0.885653 -1.389805 -3.967644 0.265 0.103 0.121
N 1.561550 -1.075205 -2.998353 -0.394 -0.158 -0.366
```
Forces are in eV/Å.

Summary:
DFT total energy: -2212.19006 Ha
E_LUMO: -6.7 eV
Multiplicity: 1
Net charge: +2
Gap between HOMO and LUMO: 7.482 eV
ΔE to the lowest compared entry with this formula, charge and spin: 0.173 eV